Version a
Here is a 3-piece molecular cluster, C3H10N2O2 overall from the Open Molecules 2025 dataset. Energies are from wB97M-V/def2-TZVPD.

```
17
Properties=species:S:1:pos:R:3:nbo_charge:R:1
C -1.097 0.787 0.594 -0.78
N -1.749 -0.781 -0.987 -0.13
O -1.677 -1.943 -0.501 -0.45
H -0.197 -1.924 -0.019 0.50
H -2.723 -0.439 -0.856 0.30
H -2.140 0.980 0.362 0.19
H -1.013 0.351 1.586 0.19
H -0.545 1.716 0.471 0.18
C 1.727 0.546 0.819 -0.68
C 0.808 -0.271 -0.041 0.68
N 0.914 -0.101 -1.396 -0.82
O 0.594 -1.483 0.437 -0.69
H 0.122 -0.495 -1.902 0.41
H 1.072 0.859 -1.670 0.38
H 2.717 0.082 0.791 0.24
H 1.810 1.572 0.465 0.22
H 1.378 0.546 1.848 0.24
```

As for the multiplicity: 1. The calculation puts the HOMO energy at -7.688 eV. The frontier orbital gap comes out at 7.8 eV.


Version b
Here is one molecule with the formula C3H10N2O2 from the Open Molecules 2025 dataset. Energies are from wB97M-V/def2-TZVPD.

```
17
Properties=species:S:1:pos:R:3:nbo_charge:R:1
C 1.353 1.092 -1.014 -0.62
C 0.612 0.196 -0.021 -0.09
N 0.878 0.497 1.375 -0.83
C -0.888 0.207 -0.306 -0.27
N -1.597 -1.152 -0.236 0.11
O -2.126 -1.397 1.059 -0.60
O -0.674 -2.185 -0.500 -0.57
H 1.258 0.715 -2.028 0.21
H 2.409 1.147 -0.758 0.21
H 0.948 2.101 -0.983 0.20
H 0.907 -0.888 -0.213 0.20
H 1.817 0.223 1.636 0.36
H 0.797 1.496 1.533 0.35
H -1.417 0.849 0.398 0.21
H -1.057 0.515 -1.343 0.20
H -3.003 -0.985 1.083 0.48
H -0.216 -2.432 0.320 0.46
```

As for the multiplicity: 1. The calculation puts the HOMO energy at -8.747 eV. The frontier orbital gap comes out at 9.7 eV. The SMILES is C[C@@H](N)CN(O)O.


Stability, lowest: version a


Version a
Here is a 2-piece molecular cluster, C3H10N2O2 overall from the Open Molecules 2025 dataset. Energies are from wB97M-V/def2-TZVPD.

```
17
Properties=species:S:1:pos:R:3:nbo_charge:R:1
N 1.327 -0.574 0.758 -0.83
C 1.455 -1.097 -0.613 -0.22
C 0.224 -0.812 -1.495 -0.50
C -0.953 -1.774 -1.159 0.66
N -2.009 -1.365 -0.513 -0.81
O -0.869 -2.967 -1.367 -0.64
H 0.586 -1.066 1.271 0.35
H 2.212 -0.870 1.184 0.36
H 2.238 -0.484 -1.098 0.19
H 1.741 -2.160 -0.725 0.19
H -0.029 0.262 -1.406 0.21
H 0.341 -1.041 -2.572 0.24
H -2.141 -0.353 -0.452 0.39
H -2.590 -1.991 0.051 0.41
O -0.298 5.771 2.730 -0.94
H -1.206 5.609 3.073 0.47
H -0.027 4.912 2.333 0.47
```

As for the multiplicity: 1. The calculation puts the HOMO energy at -9.658 eV. The frontier orbital gap comes out at 10.3 eV. The SMILES is NCCC(N)=O.O.


Version b
Here is a 2-piece molecular cluster, C3H10N2O2 overall from the Open Molecules 2025 dataset. Energies are from wB97M-V/def2-TZVPD.

```
17
Properties=species:S:1:pos:R:3:nbo_charge:R:1
C -1.512 1.939 -0.639 -0.42
N -0.952 0.669 -0.237 -0.64
C 0.461 0.810 0.123 -0.32
C 0.912 -0.340 1.025 0.66
N 1.310 -1.458 0.369 -0.83
O 0.813 -0.202 2.229 -0.61
H -2.597 1.868 -0.788 0.21
H -1.165 2.221 -1.628 0.20
H -1.404 2.743 0.094 0.18
H -1.389 0.311 0.597 0.38
H 0.730 1.741 0.630 0.20
H 1.083 0.843 -0.769 0.20
H 0.877 -1.569 -0.546 0.42
H 1.491 -2.328 0.839 0.40
O -0.611 -1.423 -1.984 -0.99
H -0.648 -0.971 -2.835 0.47
H -0.901 -0.732 -1.362 0.49
```

As for the multiplicity: 1. The calculation puts the HOMO energy at -9.753 eV. The frontier orbital gap comes out at 10.5 eV. The SMILES is CNCC(N)=O.O.


Stability, lowest: version a


Version a
Here is a 2-piece molecular cluster, C3H10N2O2 overall from the Open Molecules 2025 dataset. Energies are from wB97M-V/def2-TZVPD.

```
17
Properties=species:S:1:pos:R:3:nbo_charge:R:1
N 1.871 1.273 -0.896 -0.72
C 1.899 0.365 0.253 0.32
C 0.804 -0.615 0.470 0.10
N -0.237 -0.171 1.396 -0.53
C -1.057 0.991 0.959 -0.45
O 0.052 -0.946 -0.751 -0.74
H 2.471 0.850 -1.557 0.41
H 1.029 1.369 -1.357 0.41
H 1.195 -1.569 0.796 0.21
H 2.860 0.161 0.737 0.21
H 0.371 0.322 2.114 0.33
H -1.246 0.689 -0.090 0.26
H -0.440 1.822 1.052 0.15
H -1.978 1.013 1.416 0.23
H -0.892 -1.187 -0.504 0.55
H -3.421 -1.474 -1.109 0.42
O -2.710 -0.823 -1.136 -1.16
```

As for the multiplicity: 1. The calculation puts the HOMO energy at -6.786 eV. The frontier orbital gap comes out at 3.2 eV.


Version b
Here is C3H10N2O2 as an isolated structure from the Open Molecules 2025 dataset. Energies are from wB97M-V/def2-TZVPD.

```
17
Properties=species:S:1:pos:R:3:nbo_charge:R:1
C -0.220 0.104 -0.049 0.22
C 1.148 0.628 -1.493 -0.48
C -1.501 0.107 -0.817 -0.67
N 0.725 -0.851 -0.367 -0.17
N 1.569 -1.062 0.642 -0.65
O -0.669 -0.698 1.805 -0.56
O -0.807 0.525 2.595 -0.53
H -1.683 0.395 2.980 0.46
H 0.000 0.929 0.624 0.22
H 1.062 -0.848 1.549 0.42
H 1.993 -1.980 0.585 0.37
H 1.051 0.120 -2.444 0.22
H 0.658 1.600 -1.512 0.21
H 2.170 0.727 -1.143 0.22
H -1.726 1.097 -1.216 0.22
H -1.481 -0.624 -1.625 0.23
H -2.288 -0.170 -0.115 0.27
```

As for the multiplicity: 1. The calculation puts the HOMO energy at -7.915 eV. The frontier orbital gap comes out at 8.7 eV.


Version c
Here is a 2-piece molecular cluster, C3H10N2O2 overall from the Open Molecules 2025 dataset. Energies are from wB97M-V/def2-TZVPD.

```
17
Properties=species:S:1:pos:R:3:nbo_charge:R:1
C 0.598 2.234 0.102 -0.21
N 1.159 1.422 0.909 -0.10
O 2.251 0.743 0.378 -0.56
H -0.178 2.852 0.525 0.21
H 1.019 2.498 -0.866 0.19
H 2.577 0.198 1.109 0.48
C 0.084 -1.677 0.385 -0.64
C -1.103 -0.722 0.408 -0.25
N -1.304 0.113 -0.770 -0.34
O -0.833 -0.535 -1.956 -0.60
H 0.290 -2.035 1.386 0.21
H -0.117 -2.530 -0.259 0.21
H 0.967 -1.176 -0.005 0.22
H -2.063 -1.278 0.349 0.18
H -1.094 -0.060 1.274 0.21
H -0.654 0.967 -0.674 0.33
H -1.599 -1.015 -2.295 0.46
```

As for the multiplicity: 1. The calculation puts the HOMO energy at -8.809 eV. The frontier orbital gap comes out at 9.7 eV. The SMILES is C=NO.CCNO.


Version d
Here is a 2-piece molecular cluster, C3H10N2O2 overall from the Open Molecules 2025 dataset. Energies are from wB97M-V/def2-TZVPD.

```
17
Properties=species:S:1:pos:R:3:nbo_charge:R:1
N 1.873 0.850 -1.659 -0.86
C 1.031 0.305 -0.596 -0.23
C -0.397 -0.075 -1.159 -0.22
N -1.286 -0.793 -0.161 -0.63
C -2.080 -0.076 0.752 0.52
O -2.666 -0.614 1.740 -0.60
H 2.898 0.972 -1.493 0.38
H 1.534 1.833 -1.890 0.35
H 1.368 -0.681 -0.277 0.21
H 0.940 1.052 0.207 0.17
H -0.282 -0.734 -2.030 0.22
H -0.825 0.841 -1.463 0.19
H -0.726 -1.471 0.405 0.41
H -1.828 1.043 0.530 0.12
O 0.353 -1.158 2.226 -0.95
H -0.596 -0.931 2.126 0.48
H 0.691 -0.364 2.743 0.48
```

As for the multiplicity: 1. The calculation puts the HOMO energy at -9.618 eV. The frontier orbital gap comes out at 10.3 eV. The SMILES is NCCNC=O.O.


Stability, lowest: version b


Version a
Here is a 2-piece molecular cluster, C3H10N2O2 overall from the Open Molecules 2025 dataset. Energies are from wB97M-V/def2-TZVPD.

```
17
Properties=species:S:1:pos:R:3:nbo_charge:R:1
N 0.452 -1.682 2.679 -0.83
C 0.599 -1.429 1.240 -0.22
C -0.760 -1.171 0.579 -0.23
N -0.654 -0.276 -0.564 -0.61
C -0.278 1.014 -0.469 0.54
O -0.322 1.823 -1.367 -0.63
H 1.366 -1.543 3.093 0.36
H -0.153 -0.985 3.093 0.35
H 1.240 -0.562 1.084 0.17
H 1.032 -2.288 0.735 0.19
H -1.510 -0.820 1.282 0.19
H -1.106 -2.130 0.196 0.21
H -1.146 -0.534 -1.409 0.40
H 0.113 1.283 0.521 0.10
O 0.428 3.263 -3.940 -0.95
H 0.896 3.445 -3.118 0.47
H -0.195 2.593 -3.633 0.48
```

As for the multiplicity: 1. The calculation puts the HOMO energy at -9.921 eV. The frontier orbital gap comes out at 10.7 eV. The SMILES is NCCNC=O.O.


Version b
Here is a 2-piece molecular cluster, C3H10N2O2 overall from the Open Molecules 2025 dataset. Energies are from wB97M-V/def2-TZVPD.

```
17
Properties=species:S:1:pos:R:3:nbo_charge:R:1
N 2.480 0.746 -0.264 -0.84
C 1.323 -0.076 -0.793 -0.22
C 0.063 0.825 -0.764 -0.51
C -0.381 1.085 0.663 0.67
N -0.681 2.355 0.850 -0.81
O -0.501 0.241 1.512 -0.63
H 2.418 0.644 0.755 0.36
H 3.333 0.252 -0.548 0.36
H 1.441 -0.433 -1.834 0.19
H 1.219 -0.965 -0.142 0.20
H 0.150 1.726 -1.402 0.21
H -0.773 0.215 -1.156 0.23
H -0.502 3.032 0.104 0.40
H -0.871 2.680 1.801 0.40
O -3.233 -4.214 0.612 -0.94
H -2.810 -4.698 -0.133 0.47
H -2.673 -3.415 0.738 0.47
```

As for the multiplicity: 1. The calculation puts the HOMO energy at -9.744 eV. The frontier orbital gap comes out at 10.5 eV. The SMILES is NCCC(N)=O.O.


Version c
Here is a 2-piece molecular cluster, C3H10N2O2 overall from the Open Molecules 2025 dataset. Energies are from wB97M-V/def2-TZVPD.

```
17
Properties=species:S:1:pos:R:3:nbo_charge:R:1
C -0.527 1.720 -0.264 -0.64
C -0.350 0.415 0.614 -0.10
N -0.676 -0.886 -0.080 -0.85
C 1.176 0.214 1.239 0.67
N 1.401 -0.936 1.978 -0.84
O 1.947 1.215 1.233 -0.62
H 0.496 2.195 -0.308 0.25
H -1.140 2.366 0.386 0.21
H -0.945 1.601 -1.239 0.23
H -0.710 0.633 1.584 0.18
H -0.288 -1.656 0.332 0.35
H -1.712 -1.034 -0.240 0.37
H 2.160 -1.043 2.557 0.40
H 0.605 -1.633 2.064 0.39
O -0.797 -0.789 -3.354 -0.93
H 0.011 -0.936 -3.818 0.46
H -0.652 -1.447 -2.684 0.47
```

As for the multiplicity: 1. The calculation puts the HOMO energy at -9.438 eV. The frontier orbital gap comes out at 10.0 eV. The SMILES is C[C@@H](N)C(N)=O.O.


Stability, lowest: version c


Version a
Here is a 2-piece molecular cluster, C2H4N6 overall from the Open Molecules 2025 dataset. Energies are from wB97M-V/def2-TZVPD.

```
12
Properties=species:S:1:pos:R:3:nbo_charge:R:1
C -0.622 -1.302 -1.072 0.24
C 1.201 0.913 0.825 0.17
H -0.731 0.516 -1.620 0.32
H -0.502 -2.345 -1.315 0.17
H 0.210 -2.093 1.017 0.42
H 2.283 0.507 1.168 0.26
N -0.915 -0.482 -2.055 -0.65
N -0.089 -1.081 0.117 -0.43
N 0.115 0.216 0.499 -0.13
N 0.764 2.036 1.118 -0.33
N -0.659 2.129 0.760 -0.02
N -1.054 0.986 0.559 -0.01
```

As for the multiplicity: 1. The calculation puts the HOMO energy at -9.650 eV. The frontier orbital gap comes out at 9.0 eV.


Version b
Here is one molecule with the formula C2H4N6 from the Open Molecules 2025 dataset. Energies are from wB97M-V/def2-TZVPD.

```
12
Properties=species:S:1:pos:R:3:nbo_charge:R:1
C -0.277 -2.048 -2.574 -0.12
N -0.871 -1.484 -1.312 -0.27
N 0.392 -0.965 -0.582 -0.47
C 0.273 0.069 0.181 0.48
N -0.890 0.671 0.559 -0.46
N -0.585 1.732 1.531 0.01
N 0.703 1.621 1.704 -0.02
N 1.236 0.738 0.749 -0.41
H 0.769 -2.091 -2.687 0.19
H -1.108 -2.704 -3.119 0.20
H -1.752 0.245 0.402 0.43
H 2.212 0.229 1.211 0.45
```

As for the multiplicity: 1. The calculation puts the HOMO energy at -8.489 eV. The frontier orbital gap comes out at 8.7 eV. The SMILES is C=NN=c1[nH]nn[nH]1.


Version c
Here is one molecule with the formula C2H4N6 from the Open Molecules 2025 dataset. Energies are from wB97M-V/def2-TZVPD.

```
12
Properties=species:S:1:pos:R:3:nbo_charge:R:1
H -2.992 -0.340 0.258 0.33
N -2.501 0.529 0.167 -0.56
C -1.209 0.325 -0.054 0.42
N -0.441 1.572 -0.091 -0.10
N 0.839 1.570 -0.088 -0.13
C 1.307 0.388 -0.049 0.40
N 2.515 0.260 0.037 -0.53
H 2.747 -0.670 -0.057 0.34
N 0.587 -0.865 0.056 -0.46
N -0.764 -0.777 -0.195 -0.47
H 0.820 -0.797 1.235 0.37
H -0.907 -1.195 -1.220 0.40
```

As for the multiplicity: 1. The calculation puts the HOMO energy at -9.672 eV. The frontier orbital gap comes out at 8.1 eV. The SMILES is [H]/N=c1/nn/c(=N/[H])[nH][nH]1.


Stability, lowest: version c


Version a
Here is C6H12N2O as an isolated structure from the Open Molecules 2025 dataset. Energies are from wB97M-V/def2-TZVPD.

```
21
Properties=species:S:1:pos:R:3:nbo_charge:R:1
C 0.803 0.778 0.109 -0.26
C 1.400 0.708 -1.290 -0.65
C 1.820 0.590 1.226 -0.64
C 0.237 -1.595 -0.110 0.70
C -1.016 -1.170 0.049 -0.22
N -2.192 -1.922 -0.170 -0.82
N -1.986 1.034 -0.280 -0.85
C -1.055 0.262 0.397 0.06
O 1.181 -2.269 -0.338 -0.49
H 0.441 1.807 0.214 0.20
H -2.663 -2.187 0.690 0.37
H -2.044 -2.738 -0.754 0.38
H -2.560 0.550 -0.958 0.40
H -2.314 1.881 0.160 0.39
H -1.025 0.494 1.461 0.17
H 2.053 1.571 -1.468 0.21
H 2.023 -0.177 -1.431 0.21
H 0.620 0.722 -2.058 0.22
H 2.324 -0.377 1.166 0.21
H 1.351 0.679 2.211 0.21
H 2.600 1.361 1.174 0.21
```

As for the multiplicity: 1. The calculation puts the HOMO energy at -7.747 eV. The frontier orbital gap comes out at 8.6 eV.


Version b
Here is one molecule with the formula C6H12N2O from the Open Molecules 2025 dataset. Energies are from wB97M-V/def2-TZVPD.

```
21
Properties=species:S:1:pos:R:3:nbo_charge:R:1
C -3.560 -0.608 0.368 -0.42
N -2.570 0.242 -0.228 -0.56
C -1.320 0.037 0.042 0.27
N -0.377 0.963 -0.309 -0.15
O -1.011 2.195 -0.649 -0.56
C 0.918 0.992 0.230 -0.04
C 1.782 -0.031 0.001 -0.01
C 3.149 0.390 0.508 -0.63
C 1.487 -1.203 -0.856 -0.67
H -3.168 -1.509 0.766 0.17
H -4.114 -0.178 1.232 0.19
H -4.370 -0.944 -0.275 0.20
H -0.928 -0.888 0.450 0.17
H -1.973 1.961 -0.475 0.50
H 1.111 1.791 0.968 0.21
H 3.865 -0.130 -0.126 0.21
H 3.345 1.442 0.274 0.22
H 3.360 0.181 1.564 0.22
H 2.360 -1.440 -1.402 0.22
H 0.763 -1.055 -1.720 0.24
H 1.254 -2.210 -0.361 0.23
```

As for the multiplicity: 1. The calculation puts the HOMO energy at -8.042 eV. The frontier orbital gap comes out at 8.9 eV. The SMILES is C/N=C/N(O)C=C(C)C.


Stability, lowest: version b